Entry from the OMol25 dataset: a cluster of 7 separate species, C22H45B4NO12 in total (ωB97M-V/def2-TZVPD).

Computed properties:
* SMILES: COCB1OB(N=C=O)OB(B(C)O)O1.CC(C)=O.CC(C)=O.CC(C)=O.CC(C)=O.CC(C)=O.CC(C)=O
* energy: -52314.768 eV
* 2S+1: 1
* LUMO: 0.20 eV
* gap between HOMO and LUMO: 9.37 eV

```
84
Properties=species:S:1:pos:R:3:lowdin_charge:R:1
C 0.83612 -0.40962 -3.95809 -0.089
O 1.39179 0.93232 -3.89890 -0.251
C 0.49629 1.87389 -3.24782 -0.102
B -1.05731 1.79990 -3.74583 -0.343
O -1.34828 2.25149 -5.11980 0.232
B -2.13679 1.19493 -5.71099 -0.523
N -2.67403 1.20150 -7.12489 0.257
C -3.66714 0.34843 -7.18196 -0.144
O -4.64034 -0.45167 -7.20801 0.120
O -2.42145 -0.00183 -4.89523 0.162
B -3.03941 0.56666 -3.67810 -0.308
B -4.65843 0.39680 -3.30710 -0.258
C -5.57508 1.75728 -3.50851 -0.035
O -5.23553 -0.86972 -2.85066 0.055
O -2.12131 1.34189 -2.83579 0.201
H 1.74840 -1.12957 -4.04767 0.109
H 0.21227 -0.61315 -4.92329 0.112
H 0.28398 -0.74018 -3.00015 0.101
H 0.49673 1.82157 -2.09743 0.137
H 0.87748 2.93860 -3.53659 0.151
H -5.49971 2.14074 -4.60815 0.085
H -6.68929 1.55334 -3.26117 0.078
H -5.12595 2.60446 -2.84806 0.090
H -4.44887 -1.47874 -2.85008 0.076
C 0.22673 -1.95725 0.39044 -0.012
C 1.42124 -2.30656 -0.45689 -0.468
C 2.63099 -2.86052 0.24545 -0.028
O 1.40757 -2.14622 -1.66700 0.039
H -0.57074 -1.56952 -0.24938 0.073
H -0.13833 -2.84971 0.90296 0.071
H 0.49842 -1.18757 1.11649 0.090
H 2.37220 -3.79241 0.75115 0.049
H 3.00962 -2.13090 0.96496 0.089
H 3.41365 -3.06605 -0.48982 0.082
C 5.79920 3.11184 -1.75214 -0.025
C 4.32312 2.91834 -1.97928 -0.472
C 3.86558 1.56634 -2.45599 -0.005
O 3.52816 3.82369 -1.78398 0.041
H 5.98241 4.13370 -1.41009 0.081
H 6.15132 2.41791 -0.98569 0.084
H 6.34283 2.95274 -2.68600 0.085
H 4.13162 0.80348 -1.72023 0.092
H 4.32283 1.33857 -3.42140 0.098
H 2.77942 1.57317 -2.57617 0.047
C 0.94767 7.49958 1.36008 -0.033
C 0.91735 6.18531 0.62491 -0.501
C 2.20315 5.70797 0.00409 -0.036
O -0.10951 5.53339 0.53646 0.055
H -0.04806 7.71700 1.75481 0.080
H 1.65007 7.44254 2.19463 0.082
H 1.23575 8.30128 0.67644 0.084
H 2.96131 5.57117 0.77868 0.088
H 2.54702 6.42985 -0.73990 0.091
H 2.03257 4.75082 -0.49086 0.056
C 0.72267 -4.18495 4.58171 -0.028
C 0.79897 -4.91705 3.26934 -0.467
C 0.18274 -6.28928 3.20321 -0.020
O 1.33978 -4.41763 2.29492 0.030
H 1.20636 -3.21146 4.48189 0.069
H -0.32189 -4.02952 4.86035 0.091
H 1.24069 -4.75478 5.35590 0.093
H -0.88590 -6.22761 3.42057 0.085
H 0.67682 -6.95306 3.91604 0.088
H 0.31256 -6.69671 2.19737 0.084
C -3.96972 -1.95160 1.26103 -0.017
C -3.90145 -2.68306 -0.05254 -0.484
C -4.51413 -4.05663 -0.11440 -0.017
O -3.37040 -2.18205 -1.02885 0.053
H -3.48905 -0.97561 1.15743 0.087
H -5.01257 -1.79938 1.54771 0.089
H -3.44399 -2.52070 2.03117 0.083
H -5.58120 -3.99804 0.11115 0.089
H -4.01258 -4.71940 0.59437 0.084
H -4.39092 -4.46312 -1.12126 0.087
C 0.20386 -0.15845 7.26493 -0.022
C 1.39468 -0.99358 6.87669 -0.487
C 2.73064 -0.30354 6.80176 -0.022
O 1.28174 -2.18312 6.63239 0.043
H -0.69018 -0.78672 7.27825 0.084
H 0.35254 0.25963 8.26295 0.087
H 0.05801 0.64230 6.53648 0.088
H 2.99171 0.10808 7.77919 0.087
H 2.69712 0.49069 6.05267 0.087
H 3.49611 -1.02716 6.51082 0.085
```

Entry from the OMol25 dataset: a cluster of 12 separate species, C22H66F6O11P in total (ωB97M-V/def2-TZVPD).

Computed properties:
* energy: -72010.278 eV
* 2S+1: 1
* LUMO: 2.46 eV
* gap between HOMO and LUMO: 9.46 eV
* energy relative to the best compared isomer or geometry (same formula, charge and spin): 0.0 kcal per mole
* total charge: -1

```
106
Properties=species:S:1:pos:R:3:lowdin_charge:R:1
P -7.37854 14.57010 -3.92769 0.213
F -6.75303 14.63245 -5.42987 -0.153
F -8.81789 14.11261 -4.53721 -0.148
F -6.90529 13.04152 -3.83301 -0.100
F -7.99505 14.47248 -2.43092 -0.154
F -5.98358 15.07252 -3.29680 -0.134
F -7.82562 16.12029 -4.15116 -0.156
C -12.85113 16.93846 -4.86334 -0.095
C -11.55524 17.31297 -4.19174 -0.314
O -11.79817 17.72525 -2.83674 -0.108
H -13.49872 17.79291 -5.05932 0.068
H -13.42988 16.23097 -4.25948 0.072
H -12.68807 16.36591 -5.78165 0.069
H -11.09833 18.15908 -4.70969 0.096
H -10.86060 16.47055 -4.15060 0.106
H -11.23607 17.17974 -2.26981 0.026
C -8.80771 16.73171 0.41149 -0.082
C -9.82733 15.66940 0.01804 -0.290
O -10.25284 15.83906 -1.32694 -0.094
H -7.97564 16.75630 -0.29079 0.055
H -8.46592 16.52380 1.42819 0.072
H -9.27378 17.71966 0.39969 0.074
H -10.70148 15.71714 0.66770 0.114
H -9.35978 14.68611 0.12606 0.084
H -9.69244 15.29529 -1.89575 0.060
O -6.14578 12.17894 -6.74243 -0.049
H -5.83234 12.60341 -7.55130 0.000
H -6.64896 12.87594 -6.30460 -0.010
O -8.77589 17.34864 -6.53785 -0.063
H -8.35982 18.20569 -6.67377 0.034
H -8.26128 16.93774 -5.82561 -0.003
O -7.13273 9.64021 -4.40859 -0.066
H -7.72671 9.00245 -4.00068 0.021
H -7.73278 10.24544 -4.88361 -0.001
C -4.51713 16.18852 -9.14222 -0.055
C -5.46839 15.13083 -8.59766 -0.496
C -6.90376 15.31190 -9.02859 -0.049
O -4.96799 13.82354 -8.88549 -0.059
H -4.44194 16.08295 -10.23012 0.079
H -3.51374 16.09102 -8.72745 0.066
H -4.86147 17.18800 -8.87038 0.080
H -5.43689 15.21720 -7.50719 0.120
H -7.24983 16.34701 -9.02886 0.074
H -7.61693 14.77524 -8.40131 0.074
H -7.05513 14.94455 -10.05255 0.080
H -4.96605 13.73743 -9.84655 0.094
C -9.36359 11.95194 -0.95021 -0.057
C -8.92291 10.68723 -1.67825 -0.482
C -7.57746 10.18033 -1.18998 -0.051
O -9.86428 9.63271 -1.48525 -0.054
H -9.35210 11.85312 0.13671 0.082
H -10.39772 12.16093 -1.25187 0.084
H -8.76369 12.80586 -1.26545 0.046
H -8.82004 10.89596 -2.74771 0.110
H -7.24365 9.33705 -1.79006 0.065
H -7.63338 9.91606 -0.12922 0.080
H -6.78598 10.93076 -1.26051 0.075
H -10.74767 9.99643 -1.38820 0.073
C -2.56072 14.98458 -5.92928 -0.063
C -2.63836 13.98071 -4.77968 -0.485
C -2.47973 14.62824 -3.40796 -0.060
O -3.88943 13.30725 -4.83992 -0.045
H -3.36450 15.71811 -5.84160 0.079
H -2.65571 14.43951 -6.86980 0.072
H -1.58904 15.48834 -5.95912 0.073
H -1.86900 13.21704 -4.91710 0.134
H -3.26819 15.35978 -3.21733 0.072
H -1.51693 15.14642 -3.32615 0.071
H -2.52292 13.88244 -2.61511 0.073
H -4.55478 13.97001 -4.61447 0.040
C -10.17048 9.98578 -6.87904 -0.060
C -9.57495 11.36305 -6.65233 -0.485
C -10.56066 12.46124 -6.99610 -0.052
O -9.16573 11.42640 -5.28374 -0.080
H -11.00933 9.78609 -6.20262 0.081
H -9.49351 9.14916 -6.70179 0.076
H -10.56326 9.91799 -7.89713 0.075
H -8.67693 11.44166 -7.27730 0.126
H -11.44322 12.37580 -6.35744 0.087
H -10.87571 12.36337 -8.03710 0.078
H -10.12297 13.45475 -6.88424 0.073
H -9.17393 12.35658 -5.01171 0.051
C -8.70105 19.19944 -3.19251 -0.045
C -7.31356 19.72632 -2.90146 -0.485
C -6.28658 18.63900 -2.59933 -0.057
O -6.85656 20.53035 -4.00021 -0.057
H -8.76508 18.71358 -4.16372 0.058
H -9.37419 20.05887 -3.24180 0.088
H -9.05362 18.50802 -2.43081 0.072
H -7.30532 20.36560 -2.00870 0.129
H -6.09600 17.99216 -3.45650 0.072
H -6.59394 17.99601 -1.76922 0.064
H -5.33868 19.06594 -2.25718 0.073
H -6.22748 21.16559 -3.65165 0.078
C -6.52016 13.77847 0.67966 -0.050
C -5.09484 13.70087 0.12975 -0.480
C -4.22958 12.74176 0.89837 -0.063
O -5.12168 13.21092 -1.21626 -0.064
H -6.51214 14.37125 1.60056 0.082
H -6.99082 12.80740 0.82026 0.076
H -7.12389 14.37676 -0.00682 0.047
H -4.69059 14.71912 0.07238 0.135
H -4.65485 11.74567 0.96993 0.082
H -4.08217 13.13648 1.91738 0.078
H -3.18459 12.76404 0.57988 0.076
H -5.89602 13.55518 -1.68120 0.035
```

Entry from the OMol25 dataset: a structure of composition C23H16AsO5Zn (ωB97M-V/def2-TZVPD).

Computed properties:
* energy: -143594.891 eV
* 2S+1: 1
* LUMO: -3.67 eV
* gap between HOMO and LUMO: 8.25 eV
* energy relative to the best compared isomer or geometry (same formula, charge and spin): 0.0 kcal per mole
* total charge: +1

```
46
Properties=species:S:1:pos:R:3:nbo_charge:R:1
O -0.87605 -2.24099 -3.72333 -0.469
C -0.39043 -1.68433 -2.85814 0.481
Zn -0.16441 -0.28586 -0.22381 1.252
O -3.11238 -1.37267 -1.42392 -0.393
C -2.23571 -0.93426 -0.83119 0.446
C 2.14593 0.63206 0.33769 0.446
O 3.22906 0.97369 0.24369 -0.470
C -0.47551 1.90914 -1.29960 0.474
O -0.49191 2.99233 -1.64823 -0.418
C 0.32901 -2.27056 1.02574 0.469
O 0.62284 -3.16869 1.66191 -0.415
H 0.97316 -0.59413 -1.35551 -0.533
C 0.04198 -1.35778 6.20477 -0.189
C -0.56731 -2.04587 5.15374 -0.196
C -0.79775 -1.40600 3.93156 -0.265
C -0.39799 -0.07291 3.75886 -0.208
C 0.17916 0.63301 4.82228 -0.269
C 0.40717 -0.01951 6.04287 -0.181
As -0.80163 0.75940 2.00465 0.708
C -2.64085 1.29894 2.47903 -0.337
C -3.70291 0.89551 1.66350 -0.222
C -5.01743 1.09257 2.10204 -0.200
C -5.26078 1.70713 3.33660 -0.184
C -4.19459 2.16648 4.11273 -0.207
C -2.87682 1.98078 3.67713 -0.157
C 0.09689 2.49493 2.24416 -0.244
C -0.59678 3.68675 2.00960 -0.262
C 0.09989 4.90127 2.06052 -0.197
C 1.46136 4.91053 2.37759 -0.188
C 2.13010 3.71635 2.66409 -0.192
C 1.45923 2.49990 2.55618 -0.270
H 0.21269 -1.86134 7.15698 0.233
H -0.86058 -3.08889 5.28222 0.230
H -1.29625 -1.93973 3.11726 0.205
H 0.44879 1.68867 4.72178 0.233
H 0.86932 0.52085 6.87021 0.230
H -3.49528 0.42359 0.69865 0.188
H -5.85651 0.76295 1.48674 0.230
H -6.28873 1.82315 3.69153 0.234
H -4.38115 2.67172 5.06099 0.232
H -2.04426 2.35901 4.26896 0.220
H -1.67218 3.67796 1.81867 0.234
H -0.42089 5.84354 1.86699 0.233
H 2.00980 5.85534 2.40668 0.233
H 3.17426 3.72561 2.97460 0.231
H 1.99476 1.56843 2.75663 0.223
```

Entry from the OMol25 dataset: the molecule C14H23B (ωB97M-V/def2-TZVPD).

Computed properties:
* energy: -15561.259 eV
* 2S+1: 3
* LUMO (spin up / spin down): 0.57 / -2.39 eV
* gap between HOMO and LUMO (spin up / spin down): 5.46 / 6.80 eV

```
38
Properties=species:S:1:pos:R:3:nbo_charge:R:1
B 1.10672 -0.03031 0.61630 1.104
C -1.92247 1.43639 -3.40590 -0.159
C -0.73474 0.64041 -3.38106 -0.238
C -2.79991 1.10960 -2.29628 -0.226
C -0.30783 -0.01794 -2.21258 -0.208
C -2.32765 0.55409 -1.15423 -0.242
C -1.03362 0.08112 -1.02148 0.061
C 1.85582 2.45930 1.05276 -0.584
C 2.92026 -0.44821 2.60372 -0.589
C -1.92580 -2.47342 -0.20526 -0.612
C -1.18813 0.18675 1.52167 -0.587
C 1.71040 1.29906 -0.00854 -0.835
C 2.07154 -1.02187 1.38703 -0.829
C -0.61948 -1.99467 0.38701 -0.369
C -0.42065 -0.39790 0.33082 -0.492
H -2.22348 1.88729 -4.29466 0.194
H 0.00172 0.58714 -4.10424 0.207
H -3.80383 1.61144 -2.41926 0.208
H 0.65432 -0.44398 -2.08145 0.201
H -3.06061 0.39447 -0.25513 0.209
H 2.17711 2.22501 2.12680 0.208
H 2.47403 3.11888 0.51924 0.211
H 0.84092 2.80240 1.21446 0.197
H 2.31939 0.05275 3.25220 0.202
H 3.45463 -1.31851 3.05491 0.205
H 3.72851 0.02075 2.13929 0.210
H -1.95382 -3.60630 -0.05433 0.208
H -1.88208 -2.36194 -1.30650 0.211
H -2.71850 -2.01426 0.28831 0.201
H -2.19675 0.04902 1.31046 0.206
H -1.08333 1.19226 1.54487 0.207
H -0.95297 -0.35574 2.50202 0.215
H 1.17137 1.68468 -0.85908 0.226
H 2.76627 1.24871 -0.26780 0.224
H 2.65156 -1.36649 0.47453 0.244
H 1.56677 -1.93366 1.74441 0.214
H -0.53675 -2.46499 1.41314 0.204
H 0.22107 -2.39134 -0.15615 0.193
```

> 2S+1 of number 2 (C22H66F6O11P)?

1